The following is a DFT calculation (ωB97M-V with the def2-TZVPD basis set) of the molecule C4H4N4.

Atoms and positions in Å:
C: -1.731 1.628 0.803
C: 1.463 -0.641 0.051
C: 1.458 0.497 0.687
C: 0.370 -0.930 -1.030
N: -2.098 2.674 1.177
N: -0.677 -1.434 -0.315
N: -1.386 -0.641 0.342
N: -1.137 0.670 0.193
H: 1.849 -1.625 0.396
H: 1.155 1.469 0.901
H: 0.008 -0.014 -1.478
H: 0.727 -1.651 -1.727

Atomic forces in eV per Å
C -1.2966 2.3524 1.3685
C 0.6863 1.0361 2.6809
C -1.0906 -3.6510 -2.8812
C -0.5752 1.4708 -0.8495
N 0.1415 -1.0635 -0.0312
N -0.5667 -2.1480 0.6512
N -1.7161 2.1124 1.2841
N 2.5810 -2.6515 -1.9575
H 0.5105 1.1085 -0.3655
H 0.0261 1.3970 0.9525
H 0.7510 0.5141 -0.4854
H 0.5487 -0.4774 -0.3669

Computed properties:
Total charge ... 0
ΔE to the lowest compared entry with this formula, charge and spin ... 723.8 kJ/mol
Gap between HOMO and LUMO (alpha / beta) ... 5.99 / 5.99 eV
Electronic energy ... -10165.3362 eV
Highest occupied orbital energy (alpha / beta) ... -8.96 / -8.96 eV

Atom charges from the Mulliken analysis, given in e for atoms 1 to 2:
1. C 0.36
2. C -0.37



The following is a DFT calculation (ωB97M-V with the def2-TZVPD basis set) of the molecule C5H10O2.

Atoms and positions in Å:
O: -1.342 1.196 0.683
C: -0.735 1.544 -0.545
C: 0.235 0.466 -1.012
C: 1.200 0.139 0.139
C: 0.419 -0.965 0.949
C: -0.582 -1.491 -0.114
O: -0.356 -0.782 -1.319
H: -0.734 0.621 1.152
H: -0.154 2.482 -0.462
H: -1.516 1.709 -1.293
H: 0.699 0.807 -1.946
H: 1.590 1.078 0.562
H: 2.077 -0.387 -0.238
H: -0.152 -0.783 1.881
H: 1.145 -1.721 1.244
H: -1.626 -1.338 0.184
H: -0.427 -2.555 -0.307

Atomic forces in eV per Å
O -0.4169 0.4406 -0.1150
C 0.1511 0.0254 -0.3363
C 0.2433 -0.0151 0.0552
C 0.0725 -0.0204 -0.2028
C 0.1701 -0.1787 -0.0728
C -0.0724 -0.3501 0.1030
O -0.1684 0.0129 -0.1594
H -0.1217 0.3283 0.2210
H -0.1881 -0.1787 0.0668
H -0.0253 -0.0893 0.1382
H 0.1979 -0.0122 0.2952
H -0.4276 -0.4952 0.5873
H -0.0271 0.0927 -0.2337
H 0.5343 0.5777 -0.3369
H -0.0910 -0.1437 -0.0901
H 0.2182 -0.0639 0.1900
H -0.0488 0.0698 -0.1096

Computed properties:
Total charge ... 0
ΔE to the lowest compared entry with this formula, charge and spin ... 188.8 kJ/mol
SMILES ... OC[C@H]1CCCO1
Gap between HOMO and LUMO ... 10.47 eV
Electronic energy ... -9441.0867 eV
Highest occupied orbital energy ... -9.55 eV

Atom charges from the Mulliken analysis, given in e for atoms 1 to 2:
1. O -0.56
2. C -0.65